Formula: C23H48F6HgN4O9S2
Source: the OMol25 dataset
Level of theory: the ωB97M-V functional and the def2-TZVPD basis

XYZ file:
```
93
C23H48F6HgN4O9S2 the ωB97M-V functional and the def2-TZVPD basis
Hg 0.306 -0.345 -0.034
S 4.133 -0.566 -0.314
S 4.236 -1.424 2.360
F 2.841 -3.663 2.475
F 3.653 -2.934 4.255
F 2.638 -2.411 -1.406
F 1.916 -1.958 3.189
F 4.524 -2.137 -2.510
F 4.476 -3.109 -0.672
O -0.832 2.267 3.406
O -0.942 -1.376 -1.302
O 4.266 -0.351 3.324
O -1.024 -2.646 1.981
O -2.210 2.864 0.256
O 5.485 -0.124 -0.230
O 1.103 4.334 1.322
O 5.421 -2.270 2.266
O 3.242 0.262 -1.091
N 0.759 1.289 1.344
N -2.383 0.048 1.597
N -0.338 -1.382 -2.693
N 3.476 -1.170 0.967
C -3.333 2.195 0.751
C 3.949 -2.113 -1.293
C 0.474 1.851 3.769
C -1.169 3.529 3.901
C 2.207 3.486 1.465
C -2.361 -0.174 -3.932
C -2.270 4.259 0.492
C 0.301 -3.818 -2.506
C -0.620 -2.764 -3.208
C 0.842 0.813 2.771
C -3.272 0.676 0.573
C 0.030 -0.356 -4.977
C -2.905 -1.174 2.202
C -0.359 -2.722 -4.700
C -2.052 -3.219 -2.940
C -0.841 -0.255 -3.640
C 1.290 5.713 1.616
C 0.719 -1.710 -5.084
C -0.447 0.997 -2.810
C -2.354 -2.454 1.555
C 1.934 2.117 0.939
C 3.118 -2.559 3.068
C -0.699 -4.049 2.139
H 0.303 -4.259 1.721
H 3.011 3.916 0.865
H -2.154 0.670 2.391
H 1.317 -3.641 -2.677
H -2.709 4.513 1.477
H -0.351 1.940 -3.404
H -0.640 -0.253 -5.821
H 1.139 -1.890 -6.070
H -1.394 -4.767 1.696
H 1.916 5.817 2.537
H 0.084 -3.672 -1.419
H -2.751 -0.858 -4.667
H 0.306 6.141 1.862
H -4.227 0.189 0.545
H 0.481 1.468 4.790
H 1.870 0.488 3.011
H 2.539 3.552 2.513
H -0.040 -4.859 -2.567
H -2.820 4.735 -0.309
H -4.015 -1.153 2.223
H 2.835 1.517 1.113
H -0.038 1.934 1.233
H -0.436 4.265 3.507
H 0.784 0.422 -5.023
H -1.260 4.694 0.441
H -2.395 -3.636 -3.873
H -2.070 -3.986 -2.135
H -2.607 -1.102 3.271
H 0.190 -0.051 2.885
H -2.168 3.765 3.527
H -3.014 -3.311 1.855
H 0.551 0.925 -2.312
H -1.253 3.466 4.986
H -0.138 -3.733 -4.992
H -4.254 2.496 0.259
H -1.233 -2.461 -5.257
H -2.421 0.848 -4.286
H 1.523 -1.725 -4.353
H 1.136 2.733 3.802
H 1.849 6.233 0.829
H -2.800 -2.499 -2.634
H -3.406 2.544 1.781
H -0.645 -4.243 3.201
H -2.977 -0.262 -3.037
H -2.845 0.488 -0.419
H 1.986 2.285 -0.143
H -1.198 1.290 -2.026
H -2.489 -2.440 0.458
```

Energy above the lowest of the compared OMol25 structures with the same formula, charge and spin ... 0.000 eV
Largest force on an atom ... 3.4 eV/A
LUMO level ... -0.2 eV

List of Löwdin charges in e, atom by atom: 1.3418 0.5443 0.6154 0.1898 0.1268 0.0843 0.0957 0.1326 0.1698 -0.2155 -0.4127 -0.2747 -0.2224 -0.1918 -0.2435 -0.2238 -0.2702 -0.3316 -0.1106 -0.0717 -0.0970 -0.3069 -0.2283 -0.6979 -0.1934 -0.0881 -0.2297 -0.0339 -0.0904 -0.0251 -0.5118 -0.1669 -0.1527 -0.1135 -0.2011 -0.1533 -0.0427 -0.4294 -0.0931 -0.1639 -0.0867 -0.2452 -0.1827 -0.7400 -0.0762 0.0838 0.1379 0.0870 0.0419 0.0858 0.0939 0.1084 0.1129 0.0857 0.0979 0.0787 0.0715 0.0875 0.1061 0.1400 0.1114 0.1230 0.0885 0.0869 0.1171 0.1046 0.0983 0.0933 0.1080 0.0787 0.0755 0.0850 0.1291 0.1022 0.0759 0.1246 0.0553 0.0964 0.1182 0.1225 0.0959 0.0805 0.1082 0.1178 0.0928 0.0626 0.1092 0.0825 0.0707 0.0912 0.1172 0.0632 0.1126

Formula: C2HClNO4
Source: the OMol25 dataset
Level of theory: the ωB97M-V functional and the def2-TZVPD basis

XYZ file:
```
9
C2HClNO4 the ωB97M-V functional and the def2-TZVPD basis
Cl 1.463 -2.937 0.655
O -0.391 -1.215 -0.469
O -0.173 0.950 1.579
O 0.833 1.986 -1.016
O -1.939 1.509 0.216
N 0.265 -0.241 -0.976
C -0.956 1.163 0.753
C 0.338 0.937 -0.777
H 0.560 -2.151 0.036
```

Total charge ... -1
Energy above the lowest of the compared OMol25 structures with the same formula, charge and spin ... 1.728 eV
Largest force on an atom ... 3.6 eV/A
LUMO level ... 3.4 eV

List of natural (NBO) charges in e, atom by atom: -0.5020 -0.6241 -0.5030 -0.5986 -0.5321 -0.1303 0.9862 0.5708 0.3331

Formula: C5H34N2O10S
Source: the OMol25 dataset
Level of theory: the ωB97M-V functional and the def2-TZVPD basis

XYZ file:
```
52
C5H34N2O10S the ωB97M-V functional and the def2-TZVPD basis
S 2.170 -3.125 2.416
O -2.473 -0.598 -2.277
O -2.801 -1.429 2.978
O -0.825 1.157 -3.704
O -1.666 2.226 -1.381
O -3.044 2.381 1.263
O -0.519 3.356 0.845
O 0.886 3.062 -1.571
O 3.401 -1.507 -2.337
O 2.012 0.445 -2.150
O -0.745 0.953 4.463
N 0.849 -1.763 -0.874
N -1.511 -0.160 0.491
C 0.171 -3.074 -0.880
C 2.193 -0.624 0.925
C -0.110 0.210 0.292
C 2.995 -1.677 1.725
C 0.795 -1.027 0.408
H -2.160 -0.354 -1.393
H -0.007 0.546 -0.751
H 1.463 2.300 -1.371
H -2.190 0.587 0.484
H 0.451 -1.747 1.134
H -3.422 3.109 0.760
H 0.434 -1.141 -1.554
H -3.646 -1.757 2.654
H 3.059 -1.920 -3.131
H 2.118 0.320 1.454
H -0.559 -3.085 -0.066
H 0.274 1.037 0.890
H -0.088 3.466 -0.042
H 1.632 -2.685 3.559
H -3.268 -1.115 -2.025
H 0.238 3.335 1.449
H -1.580 -0.726 1.324
H 2.858 0.071 -1.884
H -0.384 -3.147 -1.806
H -2.247 2.803 1.644
H -0.293 0.716 -3.026
H 2.869 -1.867 -1.607
H -3.118 -0.561 3.295
H 3.581 -1.201 2.507
H 3.686 -2.144 1.054
H -2.141 2.569 -2.144
H 1.860 0.211 -3.072
H -1.702 2.852 -0.656
H 2.789 -0.378 0.055
H 0.183 2.564 -2.029
H -1.688 0.758 -3.522
H -0.969 1.557 3.756
H 0.905 -3.847 -0.672
H -0.715 0.069 4.101
```

SMILES ... CN[C@H](CN)CCS.O.O.O.O.O.O.O.O.O.O
Energy above the lowest of the compared OMol25 structures with the same formula, charge and spin ... 2.587 eV
Largest force on an atom ... 2.2 eV/A
LUMO level ... 0.1 eV

List of natural (NBO) charges in e, atom by atom: -0.0423 -0.9950 -0.9425 -0.9548 -0.9693 -0.9600 -1.0213 -0.9807 -0.9752 -0.9966 -0.9419 -0.6693 -0.9096 -0.4128 -0.4112 -0.2210 -0.5249 -0.0813 0.5031 0.1899 0.4950 0.4061 0.2040 0.4691 0.3723 0.4735 0.4777 0.2040 0.1820 0.1687 0.5203 0.1212 0.4745 0.4829 0.3838 0.5087 0.2053 0.4936 0.4580 0.5032 0.4757 0.2286 0.2218 0.4883 0.4802 0.4871 0.1996 0.5009 0.4960 0.4679 0.1903 0.4763

Formula: C4H11N2
Source: the OMol25 dataset
Level of theory: the ωB97M-V functional and the def2-TZVPD basis

XYZ file:
```
17
C4H11N2 the ωB97M-V functional and the def2-TZVPD basis
N -0.281 -0.579 -0.914
N 0.670 -1.339 1.199
C -0.333 -0.372 1.599
C 1.375 1.005 0.123
C -1.437 0.208 -1.393
C 0.375 -0.087 0.323
H -1.134 1.233 -1.595
H 0.431 -0.620 -1.655
H -0.135 0.283 2.442
H 1.540 -1.300 1.715
H -2.224 0.211 -0.643
H -0.570 -1.547 -0.705
H 2.138 0.716 -0.601
H 1.874 1.232 1.062
H -1.353 -0.737 1.574
H -1.826 -0.227 -2.311
H 0.890 1.918 -0.220
```

Total charge ... +1
SMILES ... C[NH2+][C@@]1(C)CN1
Energy above the lowest of the compared OMol25 structures with the same formula, charge and spin ... 1.928 eV
Largest force on an atom ... 2.9 eV/A
LUMO level ... -3.2 eV

List of natural (NBO) charges in e, atom by atom: -0.5013 -0.5834 -0.2484 -0.6516 -0.4270 0.2190 0.2369 0.4403 0.2336 0.3891 0.2396 0.4618 0.2322 0.2614 0.2116 0.2457 0.2406

Formula: C3H7NO3P
Source: the OMol25 dataset
Level of theory: the ωB97M-V functional and the def2-TZVPD basis

XYZ file:
```
15
C3H7NO3P the ωB97M-V functional and the def2-TZVPD basis
P 2.064 -0.061 0.016
O 1.287 -1.457 0.575
O 1.250 1.123 0.810
O 1.442 -0.001 -1.363
N -0.635 -0.024 -0.029
C -0.118 -1.376 0.418
C -0.352 0.426 -1.454
C -0.108 1.002 0.967
H -0.287 0.770 2.091
H -0.584 2.058 0.830
H -0.666 -1.450 1.271
H -1.675 -0.108 0.064
H -0.705 -0.180 -2.291
H -0.483 1.457 -1.681
H -0.433 -2.178 -0.223
```

Total charge ... +1
Energy above the lowest of the compared OMol25 structures with the same formula, charge and spin ... 1.760 eV
Largest force on an atom ... 6.9 eV/A
LUMO level ... -5.0 eV

List of natural (NBO) charges in e, atom by atom: 1.6879 -0.7435 -0.7701 -0.8647 -0.4444 0.1067 0.1115 0.0630 0.2446 0.2343 0.1895 0.4651 0.2572 0.2413 0.2215

Formula: C7H14N2O
Source: the OMol25 dataset
Level of theory: the ωB97M-V functional and the def2-TZVPD basis

XYZ file:
```
24
C7H14N2O the ωB97M-V functional and the def2-TZVPD basis
O 2.608 3.601 0.194
N 0.626 3.149 1.753
N -0.817 3.401 3.421
C -0.171 2.032 1.736
C 3.943 2.726 1.969
C 3.934 3.549 0.696
C 3.533 1.274 1.730
C 2.543 4.342 -1.005
C -1.056 2.210 2.777
C 0.204 3.943 2.778
H -0.040 1.234 1.006
H 3.256 3.201 2.695
H 4.600 3.094 -0.062
H -1.855 1.540 3.096
H 3.548 0.705 2.675
H 1.397 3.351 1.112
H 4.964 2.769 2.394
H 3.163 3.888 -1.797
H 4.299 4.577 0.890
H 2.870 5.385 -0.857
H 0.674 4.899 3.010
H 2.514 1.232 1.310
H 1.492 4.348 -1.341
H 4.227 0.795 1.019
```

SMILES ... c1c[nH]cn1.CCCOC
Energy above the lowest of the compared OMol25 structures with the same formula, charge and spin ... 0.755 eV
Largest force on an atom ... 1.4 eV/A
LUMO level ... 0.7 eV

List of natural (NBO) charges in e, atom by atom: -0.5645 -0.5444 -0.4707 -0.1282 -0.4251 -0.0577 -0.6096 -0.2496 -0.1062 0.1430 0.2134 0.2141 0.1700 0.2035 0.2199 0.4422 0.2127 0.1786 0.1758 0.1764 0.1905 0.2117 0.2035 0.2007